{
  "formula": "C51H104F2N12O4S2",
  "method": "the ωB97M-V functional and the def2-TZVPD basis",
  "multiplicity": 1,
  "orbital_gap_ha": 0.3048,
  "relative_energy_kcal_mol": 0.0,
  "total_energy_ha": -3957.37215,
  "charge": 6,
  "elements": ["C", "C", "C", "C", "N", "C", "C", "C", "C", "C", "H", "H", "H", "H", "H", "H", "H", "H", "H", "H", "H", "H", "H", "H", "H", "H", "H", "H", "H", "H", "C", "C", "C", "C", "N", "C", "C", "C", "C", "C", "H", "H", "H", "H", "H", "H", "H", "H", "H", "H", "H", "H", "H", "H", "H", "H", "H", "H", "H", "H", "C", "C", "C", "C", "N", "C", "C", "C", "C", "C", "H", "H", "H", "H", "H", "H", "H", "H", "H", "H", "H", "H", "H", "H", "H", "H", "H", "H", "H", "H", "C", "C", "N", "C", "C", "N", "C", "C", "H", "H", "H", "H", "H", "H", "H", "H", "H", "H", "H", "C", "C", "N", "C", "C", "N", "C", "C", "H", "H", "H", "H", "H", "H", "H", "H", "H", "H", "H", "C", "C", "N", "C", "C", "N", "C", "C", "H", "H", "H", "H", "H", "H", "H", "H", "H", "H", "H", "C", "C", "N", "C", "C", "N", "C", "C", "H", "H", "H", "H", "H", "H", "H", "H", "H", "H", "H", "N", "S", "O", "O", "F", "S", "O", "O", "F"],
  "positions_angstrom": [[-40.09, 14.98, 3.84], [-41.13, 14.68, 4.95], [-40.54, 14.01, 6.19], [-39.94, 12.53, 5.88], [-39.37, 11.75, 7.14], [-38.42, 10.57, 6.73], [-37.04, 11.17, 6.52], [-37.03, 12.08, 7.72], [-38.46, 12.53, 8.09], [-40.62, 11.30, 7.86], [-40.43, 15.58, 2.99], [-39.67, 14.07, 3.42], [-39.19, 15.41, 4.28], [-41.96, 14.15, 4.50], [-41.79, 15.53, 5.12], [-41.33, 14.01, 6.94], [-39.76, 14.68, 6.57], [-39.07, 12.58, 5.24], [-40.64, 11.88, 5.36], [-38.56, 9.73, 7.41], [-38.82, 10.30, 5.76], [-36.24, 10.43, 6.60], [-36.79, 11.70, 5.60], [-36.72, 11.49, 8.58], [-36.41, 12.97, 7.58], [-38.61, 12.20, 9.11], [-38.73, 13.59, 8.14], [-41.10, 10.57, 7.21], [-41.34, 12.09, 8.07], [-40.24, 10.82, 8.76], [-47.48, 20.46, 17.68], [-46.24, 19.81, 18.34], [-45.34, 18.97, 17.43], [-43.95, 18.80, 17.99], [-42.91, 18.29, 16.97], [-42.45, 19.47, 16.19], [-41.86, 18.94, 14.95], [-42.54, 17.59, 14.68], [-43.48, 17.36, 15.87], [-41.77, 17.57, 17.73], [-47.23, 21.25, 16.97], [-48.18, 20.92, 18.37], [-48.05, 19.67, 17.19], [-46.60, 19.11, 19.09], [-45.68, 20.63, 18.80], [-45.27, 19.46, 16.46], [-45.91, 18.05, 17.26], [-44.04, 18.01, 18.73], [-43.47, 19.56, 18.61], [-41.77, 20.07, 16.79], [-43.35, 20.01, 15.90], [-40.79, 18.74, 15.00], [-42.00, 19.65, 14.14], [-41.81, 16.79, 14.61], [-43.16, 17.51, 13.79], [-43.56, 16.31, 16.14], [-44.40, 17.83, 15.53], [-41.05, 17.29, 16.96], [-42.13, 16.70, 18.27], [-41.41, 18.24, 18.51], [-44.32, 19.23, 5.59], [-44.27, 20.40, 6.58], [-43.64, 20.15, 7.96], [-43.79, 21.46, 8.82], [-43.10, 21.28, 10.23], [-43.28, 22.51, 11.10], [-41.91, 22.70, 11.86], [-40.96, 21.62, 11.42], [-41.55, 21.18, 10.03], [-43.66, 20.07, 10.94], [-44.49, 19.52, 4.55], [-45.28, 18.73, 5.73], [-43.38, 18.68, 5.63], [-45.30, 20.74, 6.55], [-43.71, 21.11, 5.97], [-42.58, 19.90, 7.86], [-44.18, 19.30, 8.39], [-44.80, 21.77, 9.10], [-43.28, 22.30, 8.36], [-44.19, 22.31, 11.67], [-43.47, 23.40, 10.50], [-42.07, 22.77, 12.94], [-41.56, 23.70, 11.61], [-41.00, 20.85, 12.19], [-39.94, 21.99, 11.33], [-41.19, 20.19, 9.75], [-41.31, 21.89, 9.23], [-44.74, 20.15, 11.06], [-43.20, 20.14, 11.92], [-43.38, 19.21, 10.33], [-37.23, 20.19, 11.48], [-37.96, 18.98, 10.92], [-37.54, 18.72, 9.57], [-36.29, 18.35, 9.14], [-36.36, 18.24, 7.75], [-37.65, 18.55, 7.29], [-38.37, 18.80, 8.46], [-38.09, 18.59, 5.93], [-37.29, 21.12, 10.92], [-36.15, 20.04, 11.45], [-37.42, 20.33, 12.54], [-39.03, 19.14, 11.01], [-37.79, 18.07, 11.50], [-35.45, 18.24, 9.81], [-35.58, 17.94, 7.06], [-39.43, 19.04, 8.49], [-37.45, 19.25, 5.34], [-39.14, 18.85, 5.78], [-38.15, 17.56, 5.55], [-44.14, 11.72, 9.50], [-45.43, 12.19, 10.20], [-45.94, 13.50, 9.69], [-47.13, 13.74, 9.04], [-47.20, 15.14, 8.90], [-45.98, 15.66, 9.24], [-45.36, 14.71, 9.98], [-45.61, 17.02, 9.13], [-43.39, 12.48, 9.27], [-44.20, 11.36, 8.48], [-43.63, 10.90, 10.00], [-45.21, 12.23, 11.27], [-46.21, 11.43, 10.14], [-47.67, 12.85, 8.77], [-47.94, 15.78, 8.45], [-44.36, 14.78, 10.38], [-44.55, 17.14, 8.90], [-45.74, 17.61, 10.03], [-46.20, 17.39, 8.29], [-46.37, 15.69, 13.44], [-46.11, 14.18, 13.85], [-44.88, 13.98, 14.52], [-44.73, 13.42, 15.76], [-43.41, 13.23, 16.04], [-42.72, 13.70, 14.94], [-43.62, 14.21, 14.05], [-41.23, 13.60, 14.83], [-46.23, 16.32, 14.32], [-47.34, 15.82, 12.96], [-45.62, 15.96, 12.69], [-46.02, 13.53, 12.98], [-46.90, 13.77, 14.47], [-45.56, 13.02, 16.33], [-42.84, 12.86, 16.88], [-43.38, 14.69, 13.11], [-40.80, 12.77, 14.28], [-40.78, 13.54, 15.82], [-40.99, 14.47, 14.21], [-32.60, 13.16, 10.25], [-33.82, 13.21, 9.35], [-35.02, 13.64, 10.00], [-35.80, 14.78, 9.90], [-36.91, 14.61, 10.72], [-36.73, 13.48, 11.41], [-35.62, 12.90, 10.96], [-37.67, 12.87, 12.32], [-32.81, 12.60, 11.17], [-32.20, 14.09, 10.65], [-31.76, 12.61, 9.82], [-34.03, 12.27, 8.83], [-33.68, 13.83, 8.47], [-35.53, 15.56, 9.20], [-37.85, 15.14, 10.76], [-35.26, 11.98, 11.39], [-38.15, 11.95, 11.98], [-38.34, 13.64, 12.69], [-37.04, 12.49, 13.13], [-41.19, 17.77, 10.00], [-41.25, 17.04, 11.28], [-40.09, 16.37, 11.86], [-42.58, 16.55, 11.77], [-41.12, 18.33, 12.21], [-41.20, 16.27, 9.13], [-42.53, 15.69, 8.98], [-39.94, 15.47, 9.15], [-40.98, 17.00, 7.69]]
}